A 2-piece molecular cluster, C2H4FNO3 overall in a non-equilibrium geometry. Source: the Open Molecules 2025 dataset; level of theory: wB97M-V/def2-TZVPD.

XYZ file:
```
11
C2H4FNO3 (wB97M-V/def2-TZVPD)
C 0.5807 -0.6307 1.4293
C 0.6053 -0.7395 -0.0219
O -0.0770 -1.4001 -0.7250
F 1.8061 -0.2763 -0.5004
H 1.5710 -0.9925 1.7129
H 0.6390 0.4696 1.7168
H -0.1704 -1.2369 1.8086
O -0.6011 2.5808 -1.0471
N -0.6605 1.3720 -1.1416
O -1.8551 0.9051 -1.5319
H -1.8381 -0.0515 -1.6997
```

Values from the calculation:
HOMO energy: -10.54 eV
ΔE to the lowest compared entry with this formula, charge and spin: 4.1 kcal/mol
Total charge: 0
Structure (SMILES): CC(=O)F.O=NO


A 16-piece molecular cluster, C22H76O27 overall in a non-equilibrium geometry. Source: the Open Molecules 2025 dataset; level of theory: wB97M-V/def2-TZVPD.

XYZ file:
```
125
C22H76O27 (wB97M-V/def2-TZVPD)
C -5.1894 -0.8423 0.3070
C -5.2748 0.6225 0.0466
O -6.3614 1.3144 0.5534
O -5.0657 -1.2031 1.6812
H -4.3555 -1.1439 -0.3459
H -5.9992 -1.4434 -0.0939
H -5.1608 0.9030 -1.0402
H -4.3057 0.9979 0.3813
H -6.9721 1.4179 -0.1739
H -4.1697 -0.9867 2.0358
C -3.6109 -3.9734 1.2187
C -2.9846 -5.2009 1.8470
O -2.0801 -4.7607 2.8877
O -2.6265 -2.9993 0.8255
H -4.3297 -3.5007 1.9032
H -4.2065 -4.3257 0.3455
H -2.3348 -5.6364 1.0991
H -3.7193 -5.8853 2.2635
H -2.4519 -4.1486 3.5696
H -2.2612 -2.5848 1.6172
C 5.6296 -1.2609 0.3410
C 4.2545 -1.5064 -0.2892
O 4.0584 -2.8910 -0.4809
O 5.8438 -2.0307 1.5534
H 5.8258 -0.2204 0.5799
H 6.4188 -1.4830 -0.4153
H 4.1611 -0.9874 -1.2353
H 3.4390 -1.2061 0.3785
H 3.2618 -3.0549 -1.0313
H 5.5110 -2.9260 1.3273
C 1.7172 -3.8059 1.8410
C 1.7790 -4.9935 0.9565
O 1.5795 -6.2240 1.6417
O 0.3572 -3.4582 2.1738
H 2.1224 -2.9124 1.3592
H 2.2150 -4.0113 2.7937
H 2.7067 -4.9838 0.3739
H 1.0099 -4.8201 0.2248
H 1.6426 -6.9509 1.0032
H -0.2280 -4.1284 2.5720
C -1.5782 -2.0484 -2.6420
C -1.8942 -3.2723 -3.4990
O -0.6957 -4.0172 -3.8044
O -0.9315 -2.5390 -1.4604
H -2.4597 -1.4609 -2.4372
H -0.9150 -1.4560 -3.2759
H -2.1859 -2.8388 -4.4881
H -2.6930 -3.9327 -3.1231
H -0.3724 -4.4218 -2.9815
H -1.4495 -2.6007 -0.6487
C 1.0470 4.8814 -2.4513
C 0.7672 5.0560 -3.9114
O 0.9736 4.0435 -4.8211
O 0.0958 4.1013 -1.9142
H 0.9361 5.8941 -2.0303
H 2.0509 4.5201 -2.1608
H 1.3275 5.9428 -4.2514
H -0.2859 5.3221 -3.9143
H 1.6919 3.4650 -4.5333
H 0.4752 3.4347 -1.3320
C 0.1192 0.5720 -0.5724
C -1.1701 0.2297 0.0201
O -2.2593 1.1368 -0.4456
O 0.4471 1.9444 -0.3263
H 0.2235 0.3909 -1.6323
H 0.8726 -0.1917 -0.2948
H -0.9783 0.2576 1.1178
H -1.5452 -0.7367 -0.2576
H -2.4218 1.7735 0.2403
H 0.6443 2.0282 0.6218
C 1.0449 -0.2945 3.5486
C 2.4989 0.0680 3.1326
O 2.5371 1.2997 2.4471
O 0.2481 -0.7513 2.5460
H 0.5236 0.5870 3.9505
H 1.0718 -0.9343 4.4016
H 2.8641 -0.7238 2.4816
H 3.1104 0.0691 4.0438
H 3.3293 1.3872 1.8773
H 0.2945 -1.7089 2.4116
C 1.0865 4.3496 1.4343
C 1.7619 5.3456 2.3753
O 2.9376 4.8223 3.0427
O 0.6603 3.2092 2.1372
H 1.6967 4.1054 0.5543
H 0.1890 4.8357 1.0824
H 1.0656 5.6871 3.1631
H 2.1151 6.1346 1.7389
H 2.5709 4.2697 3.7422
H 1.3579 2.7178 2.5976
C 2.7630 -0.7206 -4.5631
C 2.9161 0.2552 -3.3903
O 2.2950 1.5013 -3.6647
O 3.1740 -1.9964 -4.1425
H 3.3215 -0.3822 -5.4662
H 1.6856 -0.6683 -4.7958
H 3.9784 0.4520 -3.2002
H 2.4962 -0.1408 -2.4727
H 1.4193 1.4321 -4.0334
H 4.1181 -2.0603 -3.9432
C -4.0444 3.5909 2.3263
C -2.9265 2.8962 3.1665
O -2.0427 2.1638 2.2709
O -5.1960 3.8858 3.0753
H -4.1782 2.8925 1.4976
H -3.7273 4.5909 1.9559
H -3.4784 2.2032 3.8284
H -2.2554 3.5341 3.7034
H -1.1401 2.5020 2.2481
H -5.7801 3.1158 3.1479
O -2.4304 -1.3430 3.4786
H -2.8302 -0.4773 3.3298
H -1.4682 -1.1641 3.4833
O 1.7525 -2.9786 -1.9066
H 2.0525 -2.9045 -2.8339
H 0.7903 -2.7564 -1.8716
O -1.6659 2.3914 -3.1606
H -2.0253 1.9774 -2.3346
H -0.9870 3.0380 -2.8160
O -0.2900 0.5713 -4.4443
H -0.8487 1.1682 -3.9056
H -0.2943 1.0245 -5.3233
O 4.8348 2.8953 1.0272
H 4.1835 3.4974 1.4174
H 5.1823 3.2951 0.2162
```

Values from the calculation:
HOMO energy: -9.93 eV
ΔE to the lowest compared entry with this formula, charge and spin: 0.0 kcal/mol
Total charge: 0


A single C3H6FN3 molecule in a non-equilibrium geometry. Source: the Open Molecules 2025 dataset; level of theory: wB97M-V/def2-TZVPD.

XYZ file:
```
13
C3H6FN3 (wB97M-V/def2-TZVPD)
C -0.9002 -1.0619 -0.1001
C -1.6837 0.1142 -0.0482
C -1.2298 1.3714 -0.1161
N 0.4211 -0.9239 -0.0690
N 1.0069 0.2177 -0.0141
N 2.3862 0.1504 -0.0236
F -3.0153 -0.1092 0.1461
H -1.3317 -2.0415 -0.1092
H -0.2329 1.6417 -0.3553
H -1.9566 2.1656 -0.0281
H 0.9914 -1.7813 -0.0806
H 2.7810 -0.7107 0.3594
H 2.7636 0.9674 0.4390
```

Values from the calculation:
HOMO energy (spin up / spin down): -5.51 / -9.10 eV
Multiplicity: 3
ΔE to the lowest compared entry with this formula, charge and spin: 14.3 kcal/mol
Total charge: 0


A 3-piece molecular cluster, C3H10O3 overall in a non-equilibrium geometry. Source: the Open Molecules 2025 dataset; level of theory: wB97M-V/def2-TZVPD.

XYZ file:
```
16
C3H10O3 (wB97M-V/def2-TZVPD)
C 0.8372 -0.8673 1.4491
O 1.9759 -1.8859 1.2545
C -0.3537 -1.2400 0.6158
C -0.2225 -1.9136 -0.5927
H 0.6149 -0.4504 2.4464
H 1.3029 0.1034 1.0122
H 1.4942 -2.7209 1.4318
H -1.3020 -0.7684 0.7803
H -0.7694 -1.6989 -1.5184
H 0.6004 -2.5975 -0.8499
H 0.1647 1.8816 -0.9154
H 1.2244 0.9267 -0.9330
O 1.0231 1.7830 -1.3596
H -3.3711 2.2698 -1.0820
H -3.2805 3.6275 -1.4727
O -2.8106 3.0429 -0.8607
```

Values from the calculation:
HOMO energy (spin up / spin down): 0.53 / -3.57 eV
Multiplicity: 2
ΔE to the lowest compared entry with this formula, charge and spin: 49.9 kcal/mol
Total charge: -1


C29H33As2KN6O5S2 as an isolated structure in a non-equilibrium geometry. Source: the Open Molecules 2025 dataset; level of theory: wB97M-V/def2-TZVPD.

XYZ file:
```
78
C29H33As2KN6O5S2 (wB97M-V/def2-TZVPD)
K -0.5681 -0.6058 0.7562
N 1.6787 1.0063 5.5134
C 1.4464 1.0582 4.1394
S 2.2072 -0.1339 3.1535
N 0.7391 2.1162 3.8024
N 0.1469 2.0797 2.5664
C -0.0277 3.2269 2.0215
C 0.5333 4.4941 2.5840
C -0.2904 5.5586 2.9344
C 0.2355 6.7161 3.5009
C 1.6021 6.8212 3.7177
C 2.4344 5.7623 3.3677
C 1.9030 4.6087 2.8107
C -0.8968 3.3168 0.7974
C -0.8637 4.4514 -0.0077
C -1.7211 4.5393 -1.0949
C -2.5882 3.4967 -1.3544
C -2.5309 2.3874 -0.5221
N -1.7139 2.2928 0.5245
H 2.5277 0.5161 5.7496
H 1.5546 1.9017 5.9635
H -1.3583 5.4753 2.7662
H -0.4237 7.5315 3.7743
H 2.0175 7.7203 4.1572
H 3.5025 5.8329 3.5335
H 2.5454 3.7773 2.5481
H -0.1678 5.2496 0.2135
H -1.6977 5.4136 -1.7355
H -3.2741 3.5144 -2.1918
H -3.1541 1.5159 -0.7085
O -2.9527 -1.2902 -1.8505
S -2.3525 -2.2225 -0.8489
O -2.7270 -3.6088 -1.1227
O -2.7370 -1.7937 0.5287
O -0.8562 -2.0680 -0.9251
C 1.1450 -0.9654 -4.8714
As 1.2040 -1.5924 -3.0094
C 0.3814 -3.3428 -3.3664
C 3.0698 -2.2495 -2.9791
C 3.8092 -2.5156 -4.1298
C 5.1154 -2.9856 -4.0583
C 5.6984 -3.1961 -2.8175
C 4.9721 -2.9349 -1.6615
C 3.6593 -2.4634 -1.7185
As 2.6770 -1.9936 -0.0474
C 4.0647 -2.4799 1.2269
C 1.6805 -3.6923 0.1866
H 1.4432 -1.7373 -5.5821
H 1.7671 -0.0781 -4.9966
H 0.1077 -0.6886 -5.0727
H 0.7835 -3.7686 -4.2874
H -0.6997 -3.2113 -3.4174
H 0.5803 -4.0022 -2.5233
H 3.3656 -2.3438 -5.1028
H 5.6734 -3.1810 -4.9671
H 6.7191 -3.5543 -2.7430
H 5.4476 -3.0950 -0.7043
H 4.3642 -3.5212 1.1032
H 3.6334 -2.3405 2.2181
H 4.9290 -1.8218 1.1404
H 2.2353 -4.5221 -0.2528
H 0.6860 -3.6052 -0.2561
H 1.5795 -3.8467 1.2619
N -2.1795 4.5972 -6.1133
C -1.0258 4.1674 -5.5032
O 0.0322 4.7377 -5.6912
C -1.1716 2.9732 -4.6170
C -2.1923 2.0405 -4.7637
C -2.2606 0.9900 -3.8733
C -1.3050 0.9025 -2.8648
N -0.3099 1.7864 -2.7167
C -0.2582 2.7930 -3.5860
H -2.1150 5.4828 -6.5862
H -3.0714 4.3204 -5.7437
H -2.9078 2.1208 -5.5756
H -3.0251 0.2244 -3.9188
H -1.4458 0.0711 -2.1829
H 0.5434 3.5124 -3.4603
```

Values from the calculation:
HOMO energy: -2.38 eV
ΔE to the lowest compared entry with this formula, charge and spin: 26.8 kcal/mol
Total charge: -2


C5H11O4Sc as an isolated structure in a non-equilibrium geometry. Source: the Open Molecules 2025 dataset; level of theory: wB97M-V/def2-TZVPD.

XYZ file:
```
21
C5H11O4Sc (wB97M-V/def2-TZVPD)
C 0.4639 3.5391 -1.6982
O 0.8504 2.2249 -1.9210
H 0.5423 3.8379 -0.6380
H 1.1696 4.1952 -2.2621
H -0.5470 3.7623 -2.0875
O -2.4896 -1.7530 -0.2028
C -1.9626 -0.6364 -0.8376
C -0.4872 -0.4612 -0.5666
O -0.1900 -0.8189 0.7329
C 1.1390 -1.2049 1.1112
C 0.9956 -1.9620 2.4325
O -0.0312 -2.8988 2.3755
Sc -1.5596 -2.3699 1.3433
H -2.4865 0.2966 -0.5243
H -2.0914 -0.6865 -1.9375
H 0.2994 1.3855 -1.3886
H 0.2714 -0.6167 -1.3429
H 1.7755 -0.3139 1.2060
H 1.5395 -1.8599 0.3219
H 0.8243 -1.2240 3.2418
H 1.9743 -2.4354 2.6419
```

Values from the calculation:
HOMO energy (spin up / spin down): -12.62 / -12.64 eV
Multiplicity: 2
ΔE to the lowest compared entry with this formula, charge and spin: 15.0 kcal/mol
Total charge: +1


The highest ΔE to the lowest compared entry with this formula, charge and spin belongs to which entry? C3H10O3